{"formula": "C17H24N2O3S", "method": "wB97M-V/def2-TZVPD", "homo_lumo_gap_ev": 9.223, "relative_energy_ev": 0.858, "smiles": "CCC(=O)N1c2ccc(S(=O)(=O)N3CCCCC3)cc2C[C@@H]1C", "lumo_energy_ev": 0.58, "species": ["C", "C", "C", "O", "N", "C", "C", "C", "C", "S", "O", "O", "N", "C", "C", "C", "C", "C", "C", "C", "C", "C", "C", "H", "H", "H", "H", "H", "H", "H", "H", "H", "H", "H", "H", "H", "H", "H", "H", "H", "H", "H", "H", "H", "H", "H", "H"], "coordinates": [[-6.28053, -0.44019, -0.95772], [-5.23721, 0.62275, -0.60975], [-3.85892, 0.11145, -0.99491], [-3.61559, -0.16941, -2.14992], [-2.91479, -0.01487, -0.01267], [-1.61423, -0.47764, -0.23454], [-1.09087, -1.10189, -1.35644], [0.24116, -1.49234, -1.32299], [1.01346, -1.25927, -0.20290], [2.72806, -1.75322, -0.15624], [3.06732, -2.43222, -1.37722], [2.99000, -2.42351, 1.08458], [3.47121, -0.24529, -0.07380], [3.40683, 0.46424, -1.33332], [3.83162, 1.91509, -1.12242], [5.23734, 1.96577, -0.52953], [5.27716, 1.14755, 0.75872], [4.81256, -0.27759, 0.47618], [0.49860, -0.63143, 0.92140], [-0.82098, -0.24602, 0.89653], [-1.63467, 0.45162, 1.94264], [-3.07296, 0.30526, 1.41172], [-3.80081, -0.83275, 2.12736], [-7.28372, -0.05300, -0.79757], [-6.17538, -0.72721, -2.00057], [-6.14809, -1.32862, -0.34320], [-5.32111, 0.90267, 0.43652], [-5.42285, 1.50776, -1.22324], [-1.70044, -1.27477, -2.22647], [0.69540, -1.99122, -2.16444], [2.37513, 0.40819, -1.68792], [4.05392, -0.01872, -2.08039], [3.12954, 2.39020, -0.43518], [3.79667, 2.44518, -2.07516], [5.52449, 2.99976, -0.33013], [5.94851, 1.54895, -1.24618], [4.61270, 1.59803, 1.49751], [6.28775, 1.12484, 1.16843], [4.76456, -0.87431, 1.38762], [5.50648, -0.76502, -0.22561], [1.13476, -0.47397, 1.77675], [-1.52162, -0.00024, 2.92697], [-1.33807, 1.50073, 2.01511], [-3.62530, 1.24157, 1.52590], [-3.22407, -1.75026, 2.03417], [-4.78550, -1.00095, 1.70042], [-3.91752, -0.59565, 3.18189]], "atomic_forces_ev_per_a": [[0.06, 0.10, 0.00], [-0.04, -0.16, -0.15], [-0.24, 0.29, 0.18], [-0.06, -0.08, -0.26], [0.15, 0.12, -0.05], [0.55, -0.15, -0.06], [-0.09, -0.04, -0.12], [0.15, -0.07, 0.01], [0.63, -0.14, -0.09], [-0.16, 0.27, 0.03], [-0.18, 0.19, -0.12], [-0.01, 0.18, 0.18], [-0.57, -0.80, 0.10], [-0.22, 0.41, -0.50], [0.13, -0.22, -0.06], [-0.19, 0.13, 0.19], [0.03, -0.15, -0.29], [0.41, -0.17, 0.54], [-0.22, 0.01, 0.02], [-0.03, -0.11, -0.13], [0.02, 0.18, -0.10], [-0.40, -0.03, 0.56], [0.05, 0.27, -0.10], [-0.08, -0.02, 0.02], [-0.02, -0.03, -0.05], [-0.03, -0.10, 0.04], [0.04, 0.06, 0.01], [0.09, 0.01, 0.08], [0.02, -0.01, 0.00], [0.00, -0.04, -0.15], [0.08, 0.10, -0.14], [-0.06, 0.04, 0.01], [-0.07, 0.07, -0.01], [-0.06, 0.01, 0.00], [0.07, -0.01, -0.06], [0.08, 0.02, -0.05], [0.00, 0.01, 0.10], [-0.01, -0.02, 0.06], [0.19, 0.06, -0.04], [0.02, 0.02, 0.05], [0.03, 0.09, 0.20], [-0.06, 0.02, 0.04], [-0.02, 0.00, 0.03], [0.09, -0.13, -0.03], [0.07, -0.12, 0.00], [-0.12, -0.04, -0.04], [-0.02, -0.01, 0.13]]}

***

{"formula": "C26H53Cl3I2N5", "method": "wB97M-V/def2-TZVPD", "homo_lumo_gap_ev": 7.843, "lumo_energy_ev": -4.12, "total_charge": 1, "species": ["C", "C", "C", "C", "C", "C", "C", "C", "C", "C", "C", "C", "C", "C", "C", "C", "C", "C", "N", "C", "N", "C", "N", "C", "C", "N", "N", "Cl", "C", "I", "C", "C", "I", "H", "H", "H", "H", "H", "H", "H", "H", "H", "H", "H", "H", "H", "H", "H", "H", "H", "H", "H", "H", "H", "H", "H", "H", "H", "H", "H", "H", "H", "H", "H", "H", "H", "H", "H", "H", "H", "H", "H", "H", "H", "H", "H", "H", "H", "H", "H", "H", "H", "H", "H", "C", "Cl", "Cl", "H", "H"], "coordinates": [[2.54018, -3.89098, 2.14550], [3.38901, -3.62135, 0.88477], [2.59022, -3.70754, -0.41596], [3.09608, -2.78947, -1.53762], [2.28186, -1.48609, -1.71934], [3.08768, -0.19137, -1.63603], [3.71129, 0.02344, -0.26863], [4.55099, 1.30401, -0.14986], [4.39539, 1.97500, 1.21235], [3.14767, 2.87144, 1.38290], [2.07694, 2.71347, 0.31375], [0.89428, 3.64425, 0.54577], [-0.04644, 3.72131, -0.65476], [-0.63565, 2.36146, -0.99479], [-1.80017, 2.40824, -1.98488], [-2.98208, 3.23561, -1.47252], [-4.31709, 2.53751, -1.63460], [-4.43050, 1.23900, -0.86918], [-4.03041, 1.35228, 0.56011], [-4.74325, 2.42230, 1.32036], [-3.86200, 3.51621, 1.71071], [-4.14529, 0.12558, 1.19856], [-5.32763, -0.52754, 1.50875], [-5.95614, -1.48047, 0.52909], [-5.01722, -2.19824, -0.39048], [-5.53511, -2.85907, -1.33955], [-3.00679, -0.42240, 1.55200], [-3.01321, -1.92352, 2.34376], [-1.69430, 0.22768, 1.31278], [-1.30100, 1.36886, 3.10769], [-0.50482, -0.69474, 1.08457], [0.76623, 0.15664, 0.83136], [-0.84821, -1.90403, -0.64937], [2.87025, -3.26179, 2.96615], [1.49303, -3.66636, 1.95534], [2.61844, -4.93006, 2.44671], [3.83730, -2.63963, 1.00541], [4.19232, -4.34290, 0.87049], [1.53739, -3.51929, -0.21862], [2.67646, -4.73024, -0.77764], [4.15032, -2.56467, -1.40845], [3.02088, -3.34443, -2.46959], [1.50208, -1.45679, -0.95525], [1.77861, -1.53347, -2.68095], [2.39748, 0.62206, -1.86509], [3.86655, -0.18065, -2.39747], [2.92160, 0.00113, 0.48417], [4.36358, -0.81871, -0.06216], [4.36422, 1.98493, -0.97548], [5.59325, 1.00685, -0.24667], [5.27999, 2.57695, 1.40308], [4.39112, 1.18443, 1.95895], [3.45413, 3.91294, 1.42318], [2.69677, 2.61395, 2.34081], [1.71973, 1.68679, 0.32790], [2.48448, 2.93438, -0.67031], [1.24180, 4.63912, 0.81066], [0.31962, 3.24099, 1.38289], [0.48035, 4.12842, -1.51507], [-0.84743, 4.39159, -0.35810], [0.13254, 1.68100, -1.35209], [-1.01701, 1.94237, -0.05306], [-2.10846, 1.38346, -2.19334], [-1.42108, 2.80933, -2.92175], [-3.03750, 4.15719, -2.04543], [-2.79617, 3.53741, -0.44699], [-5.12332, 3.21920, -1.38460], [-4.42795, 2.25870, -2.68045], [-3.82431, 0.47302, -1.34538], [-5.46490, 0.90352, -0.94318], [-5.58973, 2.79234, 0.75119], [-5.14647, 1.97968, 2.23292], [-3.78943, 3.55682, 2.71941], [-2.92550, 3.27598, 1.40281], [-6.01717, 0.16693, 1.77060], [-6.69606, -0.95763, -0.06508], [-6.47935, -2.24059, 1.10044], [-3.94065, -2.18962, -0.23835], [-4.82197, -3.33783, -1.88528], [-1.78874, 0.87369, 0.45027], [-0.32240, -1.28793, 1.96836], [0.48693, 1.18616, 0.61773], [1.32031, -0.20246, -0.02393], [1.38748, 0.15922, 1.71687], [5.17167, -6.85025, -1.49611], [5.83703, -5.32023, -0.90883], [4.01987, -6.60871, -2.81510], [5.98730, -7.46393, -1.85753], [4.66023, -7.33983, -0.67631]], "atomic_forces_ev_per_a": [[0.25, 0.09, -0.41], [-0.68, 0.21, 0.68], [0.72, -0.16, -0.08], [-0.51, 0.06, -0.28], [0.78, -0.24, 0.25], [-0.18, -0.29, -0.02], [0.15, 0.18, -0.21], [0.23, -0.42, 0.25], [-0.01, 0.26, -0.33], [0.10, -0.45, -0.07], [0.33, 0.55, 0.01], [0.03, -0.48, -0.30], [0.18, -0.18, 0.43], [-0.55, 0.33, -0.04], [0.44, -0.04, 0.20], [0.31, 0.15, -0.53], [0.43, 0.03, 0.14], [-0.54, -0.14, 0.05], [-0.52, 0.65, 0.22], [0.30, 0.02, 0.55], [0.13, -0.30, -0.09], [0.08, -0.63, -0.09], [0.23, 0.46, -0.45], [0.20, -0.16, 0.56], [-0.12, -0.50, -0.80], [0.12, 0.34, 0.32], [0.16, -0.39, -0.43], [0.09, 0.22, 0.13], [0.14, -0.79, 0.46], [-0.01, -0.06, -0.06], [0.36, 0.57, 0.14], [-1.87, -0.43, 0.40], [-1.42, -0.20, 0.24], [0.06, -0.06, 0.24], [-0.22, 0.02, 0.04], [-0.14, -0.14, 0.15], [0.10, 0.21, -0.19], [0.31, 0.03, -0.09], [-0.08, -0.02, -0.03], [-0.25, -0.20, 0.00], [0.22, -0.02, 0.10], [0.16, -0.06, -0.15], [0.66, -0.21, -0.51], [-0.27, 0.11, -0.11], [0.06, 0.34, -0.07], [0.06, 0.05, -0.15], [0.77, 0.02, -0.06], [0.06, -0.21, 0.17], [-0.14, 0.16, -0.07], [0.17, 0.08, -0.11], [0.11, 0.05, 0.13], [0.04, -0.10, 0.18], [-0.01, 0.18, 0.10], [-0.11, 0.27, 0.24], [1.25, 1.23, -0.63], [0.13, -0.05, -0.18], [0.03, 0.14, 0.12], [-0.05, 0.26, 0.28], [-0.04, 0.18, -0.16], [-0.20, 0.30, -0.31], [0.13, -0.10, -0.15], [0.31, 0.69, -0.55], [-0.03, -0.13, -0.11], [-0.08, 0.03, -0.21], [0.00, 0.23, 0.05], [-0.18, 0.01, 0.01], [-0.20, 0.05, 0.05], [-0.21, 0.07, -0.18], [0.26, -0.16, 0.13], [-0.23, -0.16, 0.03], [-0.05, -0.03, -0.30], [-0.19, -0.06, 0.08], [-0.12, 0.11, 0.04], [-0.05, 0.24, -0.02], [-0.09, 0.03, -0.16], [-0.08, 0.13, -0.14], [-0.08, -0.04, 0.21], [0.16, 0.18, 0.26], [-0.01, -0.04, -0.03], [-0.52, -0.15, 0.47], [-0.21, -0.70, -0.10], [-0.56, -0.98, 0.48], [-0.29, 0.14, 0.33], [0.16, -0.06, 0.19], [0.02, -0.05, 0.02], [0.14, -0.09, -0.10], [-0.02, -0.01, 0.00], [0.02, 0.04, -0.05], [-0.04, 0.04, 0.01]]}

***

{"formula": "C19H20AsN3O6S2TeV", "method": "wB97M-V/def2-TZVPD", "multiplicity": 4, "homo_lumo_gap_ev": [7.010, 8.172], "relative_energy_ev": 1.139, "lumo_energy_ev": [-0.23, -0.23], "species": ["V", "O", "As", "O", "O", "C", "C", "C", "C", "C", "C", "S", "O", "O", "O", "H", "H", "H", "H", "H", "N", "N", "C", "N", "S", "H", "H", "H", "H", "H", "Te", "C", "C", "C", "C", "C", "C", "C", "C", "C", "C", "C", "C", "H", "H", "H", "H", "H", "H", "H", "H", "H", "H"], "coordinates": [[0.84181, 0.40175, -1.87312], [-3.34611, 1.16044, -2.87553], [-1.89268, 0.78664, -1.96441], [-2.05858, 1.39244, -0.43868], [-0.60180, 1.46728, -2.83564], [-2.11238, -1.16809, -1.96909], [-3.41983, -1.47304, -1.60008], [-3.82312, -2.78011, -1.36211], [-2.91733, -3.81195, -1.47197], [-1.61467, -3.54353, -1.86523], [-1.20543, -2.24294, -2.12221], [0.48754, -2.12264, -2.68150], [0.87715, -3.38431, -3.21486], [1.27196, -1.67489, -1.48670], [0.54851, -0.92751, -3.57260], [-3.50167, 2.11227, -2.82055], [-4.13782, -0.67140, -1.49132], [-4.85177, -2.97999, -1.09098], [-3.21870, -4.83065, -1.26637], [-0.91133, -4.35312, -1.99819], [3.23606, 0.14239, -2.16620], [3.99173, 1.17821, -1.60021], [3.44646, 2.42807, -1.57415], [4.32798, 3.43485, -1.38880], [1.82176, 2.68612, -1.78055], [3.34707, -0.70984, -1.63299], [3.47787, -0.00006, -3.13902], [4.99629, 1.10377, -1.65277], [5.25645, 3.24872, -1.04678], [3.94626, 4.33615, -1.15584], [1.38459, 0.25213, 0.83937], [0.04668, -1.13258, 1.66067], [-1.32405, -0.90339, 1.65951], [-2.16752, -1.88477, 2.16737], [-1.65526, -3.07596, 2.66008], [-0.28524, -3.29650, 2.65802], [0.56787, -2.32101, 2.15893], [0.94350, 1.93412, 1.97060], [1.72119, 2.21303, 3.09171], [1.42843, 3.32168, 3.87589], [0.36550, 4.14476, 3.53801], [-0.40137, 3.86824, 2.41541], [-0.11751, 2.76574, 1.61717], [-1.72909, 0.01066, 1.24308], [-3.23746, -1.71673, 2.16478], [-2.32359, -3.83475, 3.04744], [0.12108, -4.22107, 3.04721], [1.63694, -2.49404, 2.16190], [2.54467, 1.56432, 3.36361], [2.03073, 3.53712, 4.74934], [0.13229, 5.00357, 4.15505], [-1.23035, 4.51303, 2.15207], [-0.71368, 2.54735, 0.74123]], "atomic_forces_ev_per_a": [[1.44, 0.40, -0.66], [-0.21, 0.06, -0.25], [0.00, 0.62, 0.03], [0.04, -0.32, -0.35], [-0.68, -0.87, 0.91], [0.23, -0.18, -0.02], [0.02, -0.08, 0.09], [-0.11, 0.12, 0.01], [0.08, -0.12, 0.01], [-0.10, -0.01, 0.01], [-0.27, 0.12, -0.10], [-0.06, 1.22, -0.13], [0.07, -0.09, -0.15], [-0.42, -0.43, 0.24], [-0.13, -0.86, 0.03], [-0.01, -0.05, 0.01], [0.02, 0.01, 0.00], [0.01, 0.01, 0.03], [0.01, -0.01, -0.03], [0.03, 0.03, -0.02], [-0.07, 0.16, 0.39], [-0.03, 0.18, -0.16], [0.23, -0.30, -0.01], [-0.03, 0.01, 0.18], [-0.11, 0.70, -0.15], [0.07, -0.14, 0.00], [-0.03, -0.09, -0.13], [0.07, -0.04, -0.06], [0.02, -0.05, -0.03], [-0.07, -0.02, -0.04], [0.35, -0.21, 0.01], [-0.12, -0.13, 0.08], [0.01, -0.12, 0.04], [-0.05, 0.08, -0.04], [0.04, -0.04, 0.02], [-0.03, 0.07, -0.04], [0.01, -0.08, 0.04], [-0.21, 0.35, 0.27], [-0.09, 0.08, 0.05], [0.09, -0.08, -0.03], [-0.05, 0.04, 0.01], [-0.02, -0.02, -0.09], [0.19, 0.08, 0.18], [-0.02, 0.04, -0.06], [0.01, 0.01, 0.00], [-0.01, 0.01, 0.00], [0.00, -0.01, -0.01], [0.00, 0.03, -0.02], [0.00, -0.02, -0.02], [-0.01, 0.00, 0.01], [0.00, 0.00, -0.01], [0.00, 0.00, 0.00], [-0.11, -0.06, -0.05]]}

***

{"formula": "C28H16BrCl5HfN4O2S", "method": "wB97M-V/def2-TZVPD", "homo_lumo_gap_ev": 5.879, "relative_energy_ev": 4.442, "lumo_energy_ev": -7.24, "total_charge": 2, "species": ["Hf", "Br", "C", "C", "C", "C", "O", "C", "C", "N", "C", "C", "C", "C", "C", "C", "C", "C", "N", "C", "C", "H", "H", "H", "H", "H", "H", "H", "H", "H", "H", "Cl", "C", "C", "Cl", "C", "Cl", "C", "O", "C", "Cl", "C", "Cl", "N", "C", "S", "C", "C", "C", "N", "C", "C", "H", "H", "H", "H", "H", "H"], "coordinates": [[-0.28047, -0.86488, -0.67008], [-6.74296, 1.22317, -3.07469], [-5.26503, 0.41291, -2.21372], [-5.33986, 0.06020, -0.85984], [-4.25943, -0.53303, -0.24152], [-3.05198, -0.76345, -0.91768], [-2.04068, -1.35186, -0.27871], [-2.98115, -0.42013, -2.30986], [-1.85487, -0.70019, -3.13044], [-0.70031, -1.10244, -2.66478], [0.40648, -1.42337, -3.45205], [0.43883, -1.44806, -4.83872], [1.59900, -1.82149, -5.52287], [2.73200, -2.18876, -4.84165], [2.74607, -2.18488, -3.42959], [3.87703, -2.55759, -2.67635], [3.81514, -2.52318, -1.30141], [2.63266, -2.12654, -0.67710], [1.53607, -1.76859, -1.34798], [1.57679, -1.78932, -2.71957], [-4.11766, 0.14909, -2.92897], [-6.25149, 0.24453, -0.31230], [-4.32876, -0.85694, 0.78606], [-2.01085, -0.60022, -4.20406], [-0.43201, -1.18612, -5.41875], [1.58941, -1.82559, -6.60168], [3.62474, -2.48649, -5.36951], [4.77840, -2.86365, -3.18739], [4.66769, -2.79598, -0.69967], [2.56350, -2.12254, 0.40688], [-4.08179, 0.39254, -3.98189], [0.94709, 1.09303, 5.98490], [0.96238, 0.96435, 4.22698], [-0.09550, 0.02342, 3.58790], [-1.00025, -1.07712, 4.61685], [0.67147, -0.64402, 2.40615], [0.32473, -2.39003, 2.03110], [0.17137, 1.29865, 0.56442], [-0.01609, 1.05984, -0.74696], [1.19927, 2.24977, 1.03245], [2.32729, 2.74315, -0.16246], [1.27858, 2.62786, 2.32096], [2.57171, 3.61710, 2.84665], [0.53698, 3.93955, 5.08971], [-0.18937, 3.40727, 4.11895], [-1.58714, 4.07987, 3.56974], [0.33027, 2.16787, 3.40146], [-0.81892, 1.22766, 2.94591], [-0.94352, 0.92262, 1.48076], [0.10761, -0.06897, 1.19782], [2.11772, -0.38730, 2.70497], [2.27016, 0.48100, 3.69823], [0.22273, 4.80062, 5.51628], [1.34380, 3.47567, 5.47975], [-1.76222, 1.50568, 3.41201], [-1.94047, 0.75025, 1.07356], [2.92079, -0.87863, 2.18612], [3.20503, 0.83368, 4.09567]], "atomic_forces_ev_per_a": [[2.02, -1.12, 1.04], [0.27, -0.17, 0.21], [-0.01, 0.06, -0.27], [0.19, 0.07, -0.40], [0.58, -0.16, 0.03], [-1.74, 0.33, -0.71], [-2.39, -1.03, 0.21], [-0.20, -0.12, 0.60], [-0.14, -0.21, -0.15], [-1.12, 0.15, -2.08], [0.99, -0.45, -1.24], [-0.08, 0.06, 0.86], [0.46, -0.14, 0.05], [-0.27, 0.09, -0.05], [-0.39, 0.19, 0.23], [-0.28, 0.14, 0.30], [-0.01, 0.04, -0.13], [0.07, -0.12, -0.01], [1.36, -0.89, -0.47], [0.13, -0.12, -1.04], [-0.20, 0.08, 0.19], [-0.06, -0.02, 0.07], [-0.01, 0.01, 0.12], [0.10, 0.09, 0.07], [-0.10, 0.02, -0.02], [0.02, -0.01, -0.08], [0.07, -0.03, -0.07], [0.08, -0.03, -0.01], [0.01, -0.03, 0.07], [-0.02, 0.00, -0.18], [0.04, 0.02, -0.04], [0.02, -0.21, -0.19], [0.18, -0.22, 0.29], [-0.39, -0.15, 0.23], [0.22, 0.32, -0.33], [0.21, -0.07, 0.16], [0.16, -0.29, 0.29], [-0.25, 1.02, 1.55], [-0.18, 1.30, -0.83], [0.28, 0.41, 0.39], [-0.02, -0.08, 0.10], [-0.18, -0.02, -0.81], [0.12, -0.04, -0.11], [0.25, -0.04, 0.19], [-0.71, 0.45, 0.01], [0.03, 0.07, -0.07], [0.08, 0.13, 0.08], [0.05, -0.13, 0.00], [-0.16, 0.99, 0.05], [0.53, 0.19, 1.97], [-0.09, -0.04, 0.21], [-0.08, -0.37, 0.04], [-0.01, -0.10, -0.06], [-0.09, 0.15, -0.05], [0.11, -0.01, -0.08], [0.20, 0.02, 0.02], [0.13, -0.01, -0.17], [0.22, 0.06, 0.00]]}

***

We obtain F_max values of 0.99; 1.96; 1.64; 2.61 eV Å⁻¹ for the records listed above, in that order.